The following is a DFT calculation (the ωB97M-V functional and the def2-TZVPD basis) of a cluster of 2 separate species, C28H37Si2 in total at a distorted geometry.

Computed properties:
total charge	+1
E_tot	-45385.5286	eV
Kohn-Sham gap	5.41	eV

```
67
Properties=species:S:1:pos:R:3:forces:R:3:mulliken_charge:R:1
C -1.3935 -3.3639 -0.7026 0.2945 0.5213 0.2051 -0.62
H 3.2827 1.1643 1.3645 -0.1989 0.0569 0.0882 0.48
C -0.7598 2.4884 -0.7017 0.0543 -0.3670 -0.1949 -0.21
H -4.8780 -3.7052 -2.6713 -0.0117 0.1270 0.0388 0.39
C 1.1100 -1.7174 3.1852 0.0949 -0.1541 -0.0322 -0.34
H 0.6694 -1.3353 7.2519 -0.0378 -0.1187 -0.1340 0.39
H 1.2530 -1.6341 -1.2885 -0.1392 0.2542 -0.4443 0.60
H -3.8257 1.2672 -2.7551 0.3268 0.2426 0.0794 0.41
C 4.4955 2.6730 -2.9462 0.0297 0.0685 0.0089 -1.13
C 1.1568 -1.7130 4.5694 -0.0952 -0.0437 -0.3440 -1.05
H 0.8601 -2.2539 0.5705 -0.3252 0.0190 0.0501 0.66
H -2.0376 -2.6902 5.2424 0.3378 0.0740 -0.2877 0.35
H -2.5790 -4.2474 -2.2625 0.0262 0.2481 0.2905 0.38
H -2.1359 -2.7381 2.7811 0.2908 0.0412 0.1720 0.48
H 5.2724 2.3319 -2.2477 -0.1519 0.0924 -0.1738 0.31
H 1.8496 4.2900 -3.9168 -0.1202 -0.2681 0.1351 0.41
C 0.0211 -2.0701 5.3278 0.3376 -0.0259 -0.1642 1.12
C -2.9841 2.8841 -1.5760 0.1433 -0.1865 0.1690 -0.59
H 3.4642 -0.4241 -2.5843 -0.0233 0.0502 0.3222 0.32
H 1.6935 0.3479 1.4190 0.1753 0.2700 -0.1310 -0.09
C -4.8566 -2.7612 -2.1228 -0.2840 -0.0624 -0.1199 -1.43
C 0.4059 -0.9645 -1.4441 0.0302 1.0305 -1.1911 -1.77
C -1.8073 0.8424 -2.1325 0.0371 0.3635 0.2824 -0.50
Si 2.8488 2.9646 -2.0699 -0.2414 0.3312 -0.0654 0.49
H 3.4351 5.2610 -1.3559 -0.1311 -0.1770 0.2240 0.39
Si 2.2820 1.0104 -0.9003 -0.5464 -0.0776 -0.3739 0.17
H -4.8646 -1.9429 -2.8532 -0.0064 -0.1130 0.0864 0.26
H 0.0737 2.8051 -0.0686 -0.2007 -0.0350 -0.2784 0.19
H 3.6638 4.1231 -0.0007 -0.1434 0.1311 -0.1812 0.34
H 4.4049 1.9250 -3.7465 0.0151 0.1725 0.1995 0.30
C -1.8837 3.3100 -0.8204 -0.1526 -0.3334 -0.0804 -0.70
C -0.6883 1.2473 -1.3710 -0.6704 0.2726 -0.6218 0.85
H 1.9968 -1.4667 2.5990 -0.2024 -0.0316 0.2706 0.47
H 2.0246 4.6778 -0.4356 0.2380 -0.0656 -0.0868 0.30
H -1.7699 -0.1026 -2.6753 -0.0685 0.2756 0.1103 0.48
H 4.8394 3.6157 -3.4009 -0.0720 -0.2727 0.1048 0.36
H -0.9512 -2.0525 7.2281 0.1348 -0.0021 -0.0211 0.38
H 1.7805 2.1157 1.2869 0.1458 -0.2132 -0.0390 0.37
C -1.3230 -2.3771 0.3305 -0.5765 -0.2592 -0.5957 0.66
H 4.5311 -0.0404 -1.2105 -0.2807 -0.0677 -0.0775 0.36
C 3.5016 -0.3101 -1.4905 -0.0695 -0.1857 0.2892 -1.20
C -0.1092 -2.1551 1.0597 -0.4009 -1.0892 1.3938 -0.19
C -2.4726 -1.5747 0.5686 0.2739 -0.2451 0.1751 -0.36
H -0.5222 -4.0105 -0.8679 -0.4135 0.2932 -0.0490 0.41
H -2.4456 -0.8356 1.3748 0.0065 -0.1282 -0.4327 0.59
H -3.8771 3.5058 -1.6498 0.2831 -0.1293 0.0123 0.40
C 0.0605 -2.1372 6.8230 -0.0891 0.1906 0.2716 -1.44
C -2.9524 1.6342 -2.2083 0.1836 0.0691 0.1399 -0.69
H -4.4749 -1.0790 -0.0397 0.3916 -0.2150 -0.1102 0.43
C 2.2585 1.1790 0.9697 0.2871 -0.0001 0.3147 -0.91
C -1.2193 -2.4174 3.2766 -0.0628 0.1865 -0.1939 -0.42
H 2.0792 -1.4481 5.0838 -0.1911 -0.0553 -0.1466 0.41
H 3.2717 -1.2863 -1.0370 0.2502 0.1563 -0.1407 0.45
C 0.5079 0.3765 -1.3110 0.7930 -0.6677 0.6958 0.75
H 0.5608 3.6536 -2.8605 0.2660 -0.0621 -0.1154 0.28
C 3.0051 4.3877 -0.8403 0.1281 0.0336 -0.0599 -1.09
C -1.1580 -2.4063 4.6549 -0.3614 -0.1486 -0.2169 -1.04
C -2.5351 -3.4883 -1.4769 0.3550 -0.2814 0.2773 -0.64
H -1.9089 4.2704 -0.3009 -0.0054 -0.3044 -0.1962 0.41
C 1.5206 3.4109 -3.3382 0.0726 0.0078 -0.0759 -1.03
C -0.0835 -2.0606 2.4789 -0.1378 0.3212 0.3041 0.41
H 0.4704 -3.0862 7.1961 -0.0098 0.1363 -0.3003 0.29
H -5.7772 -2.6800 -1.5317 0.2132 0.0025 -0.1193 0.38
C -3.5998 -1.7111 -0.2274 0.0098 -0.0251 0.1906 -0.95
H 1.3480 2.5833 -4.0416 0.0257 0.2141 0.1267 0.30
H -0.4809 -1.3976 -1.9031 0.0951 -0.1171 0.5458 0.17
C -3.6444 -2.6612 -1.2564 0.0747 0.2755 0.2210 1.05
```
Forces are in eV/Å.

The following is a DFT calculation (the ωB97M-V functional and the def2-TZVPD basis) of a structure of composition C28H38BF4N4O7SSiTa at a distorted geometry.

Computed properties:
total charge	+2
E_tot	-81755.7456	eV
Kohn-Sham gap	7.68	eV

```
85
Properties=species:S:1:pos:R:3:forces:R:3:mulliken_charge:R:1
O -0.6443 -1.1313 -0.9193 0.1170 0.4262 -0.3241 0.15
F 1.4972 0.0873 -4.6826 -0.0396 0.1858 0.0341 -0.29
Ta 0.9865 0.5719 -1.1687 -1.0364 -0.5948 -0.1424 2.05
C -2.4125 4.2458 -0.7853 0.0804 0.1267 0.0607 -0.70
C -1.4407 -1.5145 -3.2369 0.0154 0.1096 -0.0687 -1.61
H -0.4103 -3.8708 -0.9305 -0.0335 0.0155 -0.0465 0.09
H 2.6809 -3.7999 1.6369 -0.0328 -0.0077 -0.0184 0.21
N -1.3129 6.9647 0.1299 0.0299 0.0686 0.5997 0.97
H 1.8241 -2.0191 3.1470 -0.0191 -0.0168 0.0039 0.26
C 0.8636 5.9538 0.0009 0.2532 -0.1685 -0.0169 -0.93
Si -0.5936 -1.3795 0.7446 0.2745 0.3564 0.2514 -1.21
H -2.9079 0.2554 4.3117 -0.0012 -0.0215 -0.0205 0.54
C -2.7145 -2.3940 -1.2856 -0.0376 0.0193 0.0831 -1.36
H -2.0253 -1.2659 4.1887 -0.0046 0.0149 -0.0131 0.34
H -3.1467 5.0296 -0.7003 -0.0366 0.0551 0.0160 0.63
H -4.5816 -1.6683 1.5155 0.0046 0.0026 0.0169 0.35
H 0.1221 -2.0203 3.6592 0.0155 -0.0156 -0.0196 0.10
H -2.3230 1.2950 1.4437 -0.0020 -0.0200 0.0250 0.23
H -1.9868 -2.2025 -3.8822 -0.0190 -0.0235 0.0410 0.65
H 5.7012 -1.6635 -0.6636 0.0077 0.0138 0.0017 0.40
O 1.5976 -1.2011 -2.2742 0.3887 0.2990 -0.0193 -0.45
C -1.8301 1.9717 -1.2605 -0.1181 0.2272 -0.0697 -0.14
F 0.7758 2.2759 -4.7038 0.0452 0.0133 0.2205 -0.25
H 5.0076 3.8823 -0.1797 -0.0135 -0.0123 0.0198 0.49
H 1.5467 -4.8869 0.7978 0.0032 -0.0031 0.0215 0.33
C -4.1315 -1.4621 2.4875 -0.0655 -0.0523 0.0003 -1.65
C 0.9625 -2.6539 3.3657 0.0247 0.0310 0.0337 -1.28
C -0.1647 3.4576 -0.6734 -0.0483 -0.2049 0.0568 0.32
H -2.0995 0.9624 -1.5446 -0.0002 0.0288 0.0050 0.37
C 3.3195 2.6225 -0.5403 -0.2293 0.2442 0.0680 -0.23
C 1.2318 3.6037 -0.4747 0.1545 -0.2628 0.0183 -0.74
H -3.7028 0.4861 0.6474 0.0228 0.0029 0.0218 0.24
H -3.9176 1.3045 2.1992 0.0017 -0.0337 -0.0155 0.71
B 1.1750 1.2055 -4.0372 -0.0047 -0.0997 -0.1427 -0.14
H -4.8724 -0.9597 3.1105 0.0186 -0.0038 -0.0160 0.44
C 1.7674 -4.3899 1.7436 0.0847 -0.0541 -0.0130 -1.57
F 0.0166 0.8388 -2.9783 -0.1491 -0.4276 -0.3287 -0.25
H -3.8232 2.7498 -1.3660 0.0034 0.0094 0.0118 0.57
C 3.8266 -2.2249 -1.7022 0.0349 -0.0121 0.0245 -0.58
H 1.2505 6.9330 0.2509 0.0014 -0.0149 0.0002 0.59
O -2.4311 6.7447 0.5533 0.0387 -0.0943 -0.2748 -0.56
H -1.5047 -3.6804 2.6051 0.0370 -0.0131 0.0038 0.13
N -0.5508 2.2179 -1.0359 -0.1051 -0.1545 -0.0365 0.40
C -3.2267 0.7020 1.6074 -0.0253 0.0700 -0.0293 -1.49
H 3.9204 1.7492 -0.6902 0.0550 0.0044 -0.0617 0.78
H -0.4670 -1.3475 -3.6887 -0.0198 -0.0414 -0.0059 0.24
H -3.8729 -2.4091 2.9622 -0.0042 0.0179 -0.0053 0.36
C 2.7100 -1.2520 -1.6652 -0.3878 0.1514 0.1311 0.08
C 4.6417 -1.8091 -0.4653 -0.0157 0.0484 0.0144 -0.59
O 0.3813 -2.6130 1.0183 -0.1242 -0.1244 -0.1577 0.55
H -0.8795 -4.9420 1.5236 0.0038 0.0152 0.0194 0.31
H 4.5592 -2.5355 0.3433 0.0142 -0.0116 0.0076 0.19
C -1.3364 -2.1441 -1.8705 -0.0497 -0.1348 -0.0172 1.17
C -0.4603 5.7824 -0.1425 -0.3252 -0.0583 -0.1943 -0.18
H 3.4632 -3.2514 -1.7025 -0.0158 -0.0027 0.0410 0.38
H -1.9982 -0.5773 -3.2117 -0.0104 -0.0476 -0.0330 0.31
N 2.8678 -0.2590 -0.7901 0.8220 0.1602 0.2032 0.98
C -1.0513 4.5164 -0.5148 -0.1048 0.2361 0.0190 0.45
O 4.3779 0.2059 0.9193 0.0137 0.1212 0.0915 -0.53
H 3.6049 5.9062 0.2070 -0.0024 -0.0123 -0.0153 0.53
C -0.6503 -4.3262 2.3958 -0.0732 -0.0207 -0.0247 -1.44
H -3.2682 -3.0271 -1.9792 0.0029 0.0174 0.0005 0.62
C 0.6081 -3.5101 2.1628 -0.0446 0.0912 0.0466 1.42
C 4.0289 -0.5003 0.0311 -0.2541 -0.4529 -0.3373 0.28
H -1.0533 -4.1309 -2.5535 -0.0018 0.0138 0.0059 0.54
H -3.2683 -1.4619 -1.1546 0.0007 -0.0282 -0.0224 0.24
C -2.7892 2.9793 -1.1514 -0.0016 -0.1080 -0.0334 -1.11
H 0.4615 -3.2537 -2.3466 -0.0198 -0.0039 -0.0275 0.22
H 1.2151 -3.2849 4.2185 -0.0122 -0.0009 -0.0225 0.53
C 3.9299 3.8413 -0.2443 0.0709 -0.1027 -0.0333 -1.39
H -2.6751 -2.9118 -0.3254 0.0117 0.0054 -0.0600 0.27
C -2.2403 -0.3276 3.6761 0.0681 0.0120 0.0501 -1.57
O -0.7986 8.0486 0.0163 -0.0441 -0.0323 -0.2190 -0.55
C -2.9028 -0.5888 2.3372 0.0253 0.0402 -0.0701 1.71
S 0.5153 0.4427 1.0927 0.3169 0.0714 0.3404 -0.78
H -0.5104 -4.9892 3.2502 0.0171 0.0040 -0.0266 0.58
H 1.9493 -5.1568 2.4970 0.0007 0.0247 -0.0039 0.46
C 3.1571 4.9511 -0.0393 0.0127 0.1611 0.0528 -0.58
H -1.3116 0.2368 3.5607 -0.0281 -0.0094 -0.0161 0.27
C 1.7613 4.8433 -0.1661 0.0067 0.3582 0.0736 1.10
H 4.3714 -2.0729 -2.6377 -0.0002 -0.0249 -0.0166 0.34
C -0.5219 -3.4220 -1.9170 0.0628 -0.0478 0.1100 -1.44
N 1.9950 2.4840 -0.6368 0.3741 0.1612 0.1906 0.44
O -1.9742 -1.3577 1.5031 -0.0968 -0.1831 0.0659 0.87
F 2.1124 1.5016 -2.9424 0.1207 -0.2763 -0.0840 -0.25
```
Forces are in eV/Å.

The following is a DFT calculation (the ωB97M-V functional and the def2-TZVPD basis) of a structure of composition C28H38CdN4O3P2S at a distorted geometry.

Computed properties:
total charge	0
E_tot	-75730.2285	eV
Kohn-Sham gap	8.52	eV

```
77
Properties=species:S:1:pos:R:3:forces:R:3:mulliken_charge:R:1
H -4.0900 0.6910 -4.4180 -0.0778 -0.1746 0.0709 0.29
C 2.7290 -4.5829 -4.9100 -0.2678 0.8762 0.3673 -0.58
C 3.1246 0.3990 -2.0481 0.4423 0.2509 -1.0756 -0.37
C 0.3485 -0.0970 2.0384 0.0441 -0.1644 -0.3324 -0.16
C -1.7676 1.6357 -1.4680 -0.1216 0.6629 -0.8258 -0.43
H -1.8394 3.7429 -0.8042 0.0115 -0.2148 -0.1152 0.45
H -0.7586 1.7437 1.7851 -0.1826 -0.2580 0.2579 0.21
H -1.5525 0.2000 -5.3355 0.0956 -0.2912 0.0855 0.42
C 1.0671 2.5944 3.4655 0.1035 0.4934 -0.0791 -0.86
C -3.8131 -2.3317 -3.1408 -0.5215 0.8715 -0.6501 -0.42
O -1.8939 -0.4709 7.4614 0.4622 0.6893 0.2391 -0.82
S -1.1892 0.6420 8.2053 0.2679 0.5542 -0.4980 1.55
C 4.4512 1.2038 -3.7164 -0.9752 -0.7913 0.1489 -0.66
H -1.6091 1.0110 -0.5995 0.0282 0.1208 -0.1322 0.23
N 2.7763 -0.2435 -3.2474 0.3952 0.8548 0.4213 0.33
H 0.7886 0.2305 9.4049 -0.2495 -0.1058 0.1079 0.28
P -1.6446 -0.6614 -3.0127 -1.7365 0.9794 -0.6088 -0.29
H -1.2035 -1.5245 -5.2248 0.0697 0.1412 0.1931 0.50
H 0.1533 3.2068 5.3336 -0.1797 -0.1235 -0.2902 0.42
C -4.2553 -0.3372 -4.1354 -0.3392 -1.1730 0.1498 -0.11
H 3.5037 -0.1038 -5.2815 0.0762 0.1102 0.2284 0.22
C 2.4552 -2.4771 -5.7292 -0.0083 -1.0949 0.1625 -0.09
C -1.2046 1.8463 4.4811 -0.3526 -0.1142 0.2150 -0.65
C 3.5954 0.2572 -4.2673 0.2067 0.6201 1.0702 -0.11
H 2.4375 -1.0827 5.6176 -0.3572 -0.2893 0.2463 0.24
H -0.2401 -1.2465 9.4361 -0.1282 0.4501 -0.1633 0.28
C -0.1816 2.9251 4.3214 0.3072 0.3237 0.0543 -0.75
H 5.1924 1.7775 -4.2526 -0.0260 -0.1134 0.0344 0.44
C 1.7143 1.2555 3.6985 0.0140 -0.5386 -0.0260 -0.16
H -2.2437 4.2614 -3.4500 -0.0203 -0.1845 0.0927 0.43
H 2.9613 -5.6377 -4.8407 -0.0541 0.1881 0.0590 0.40
H 2.0890 -3.9736 -2.8353 -0.0177 -0.0294 -0.1223 0.41
C 2.8273 -3.7688 -6.0904 -0.3246 0.8718 0.9022 -0.77
C -5.3323 -1.1798 -4.3870 1.2119 0.0923 0.5296 -0.62
H 1.8306 3.3461 3.7295 -0.3171 -0.1345 -0.2062 0.41
C -2.1107 3.2899 -2.9909 -0.0256 -1.1564 -0.0823 -1.05
C -1.4757 0.8614 3.6158 -0.0016 -0.3489 0.2928 -1.01
H 0.6785 0.8260 -4.5491 -0.0299 -0.2372 0.1413 0.47
O -0.1442 1.2105 7.2692 -1.0980 -0.4966 0.9640 -0.74
H -2.3005 1.8603 -4.7052 0.1276 0.1563 0.2853 0.42
H 0.7407 0.1051 1.0232 -0.1168 -0.1098 0.2731 -0.25
Cd -0.2156 -0.7028 5.9437 0.0760 0.5002 -0.3107 1.00
C -5.0454 -2.4434 -3.7585 0.6747 0.5219 0.0747 -0.54
N -1.9102 1.0463 -2.7333 0.5467 0.7061 0.3267 0.50
H -0.6549 3.8284 3.8944 0.1032 -0.2531 0.1936 0.30
C -2.1319 2.0716 -3.6572 0.2693 0.6188 0.8095 -0.15
H 2.5020 1.2678 4.4651 -0.2374 -0.2115 -0.3916 0.32
H -6.2127 -0.9331 -4.9613 0.0631 0.0440 0.1042 0.43
C 1.4408 0.1124 3.0482 0.4569 0.4592 0.3136 -0.52
P 1.3342 -1.2109 -3.4009 2.1834 -0.0905 -1.0466 -0.11
O -2.0590 1.6241 8.8088 0.4230 -0.6581 -0.3722 -0.63
H 0.9401 -0.4675 -5.7217 -0.0608 0.1468 0.1878 0.48
H 2.6016 0.1420 -1.1377 0.0969 0.0951 -0.0670 0.32
N 2.1034 -2.4670 -4.3760 -0.4312 -0.8534 -0.1634 0.35
H -0.6637 0.1741 10.4580 0.1016 -0.1334 -0.1560 0.39
C -0.9300 0.7495 2.2206 0.0618 -0.1219 -0.5237 -0.35
H -3.2300 -3.0312 -2.5613 -0.0887 -0.0079 -0.0463 0.36
C 1.6706 -1.6140 6.2032 0.3346 -0.5020 -0.1562 -1.23
N -3.3147 -1.0350 -3.3633 -0.6968 -0.8309 -0.2868 0.37
H -2.1906 0.0772 3.9023 -0.0675 0.4476 -0.0697 0.61
C 4.1486 1.2919 -2.3127 -0.5782 -0.5440 -0.3024 -0.57
H -1.7855 1.9343 5.4044 0.1903 -0.3177 -0.2336 0.70
H 1.8877 -1.5101 7.2792 -0.0373 -0.1261 -0.4218 0.33
H 0.8424 2.7529 2.4007 0.1554 -0.1547 0.3227 0.37
H 2.4251 -1.5750 -6.3265 -0.0302 -0.3342 0.0756 0.31
C -0.2331 -0.1497 9.5070 0.0467 0.0753 0.1853 -1.01
H 0.0914 -1.1689 2.0360 0.0005 0.2875 0.0500 0.39
C -1.8906 3.0105 -1.6012 0.0154 -0.8173 -0.2408 -0.35
H -5.6697 -3.3251 -3.7832 0.0703 0.1019 0.0994 0.41
C 0.5023 -0.2405 -4.7467 -0.1662 -0.0174 0.0041 -0.67
H 1.6225 -2.6752 5.9221 0.2980 0.3493 0.1615 0.36
H 4.6192 1.9527 -1.5989 -0.0248 -0.1527 -0.0263 0.41
H -1.7099 0.2786 1.6013 0.1610 0.1830 0.1403 0.53
H 3.1301 -4.0912 -7.0787 0.0075 0.1109 0.1957 0.42
C -0.9986 -0.5483 -4.7593 -0.1086 -0.1823 0.2271 -1.07
C 2.2869 -3.7674 -3.8769 0.1522 0.1536 -1.2243 -0.44
H 2.0830 -0.7621 3.2138 -0.2948 0.3446 0.1827 0.50
```
Forces are in eV/Å.

Number 1: highest occupied orbital energy -10.8 eV, LUMO energy -0.1990 Ha. Number 2: highest occupied orbital energy -15.3 eV, LUMO energy -0.2818 Ha. Number 3: highest occupied orbital energy -8.6 eV, LUMO energy -0.0020 Ha.